Record 1
A 2-piece molecular cluster, C2H7N3O overall at a distorted geometry. Source: the Open Molecules 2025 dataset; level of theory: ωB97M-V with the def2-TZVPD basis set.

Each atom is followed by the atoms it is bonded to, with distances in Å.
Cartesian coordinates (Å):
1 H -1.3149 -2.3582 -0.9498  N2 1.021
2 N -0.6642 -1.5963 -0.7515  H1 1.021, C3 1.309
3 C -1.5378 -0.6244 -0.8303  N2 1.309, N4 1.340, H5 1.097
4 N -1.5593 0.5033 -0.1060  C3 1.340, H6 0.999, H7 1.022
5 H -2.3848 -0.7047 -1.5231  C3 1.097
6 H -2.4150 1.0157 -0.1624  N4 0.999
7 H -0.7722 1.0001 0.3171  N4 1.022
8 N 1.7660 -0.1091 0.2579  C9 1.356, H11 1.031, H12 1.006
9 C 1.7325 1.0697 0.9268  N8 1.356, O10 1.209, H13 1.107
10 O 0.7802 1.8103 1.0135  C9 1.209
11 H 0.9704 -0.7432 0.0934  N8 1.031
12 H 2.6598 -0.5528 0.3842  N8 1.006
13 H 2.7392 1.2895 1.3301  C9 1.107

Results
SMILES   [H]/N=C/N.NC=O
Gap between HOMO and LUMO   0.3669 Ha
E_LUMO   0.0359 hartree
Maximum force   2.02 eV/Å

Results of the natural (NBO) charge analysis, in e, for atoms 1 through 2:
1 H 0.354
2 N -0.816



Record 2
C2H7N3O in the gas phase at a distorted geometry. Source: the Open Molecules 2025 dataset; level of theory: ωB97M-V with the def2-TZVPD basis set.

Each atom is followed by the atoms it is bonded to, with distances in Å.
Cartesian coordinates (Å):
1 C 0.5410 0.6617 -1.7737  O2 1.408, H7 1.092, H8 1.095, H9 1.094
2 O 0.5140 -0.4157 -0.8679  C1 1.408, N3 1.610
3 N -1.0193 -0.7139 -0.4765  O2 1.610, N4 1.322, H10 1.021
4 N -1.3078 -0.8915 0.8017  N3 1.322, C5 1.289
5 C -0.6799 -0.3078 1.7640  N4 1.289, N6 1.355, H11 1.083
6 N 0.5178 0.3161 1.6489  C5 1.355, H12 1.075, H13 1.008
7 H 1.5872 0.8274 -2.0396  C1 1.092
8 H 0.1242 1.5698 -1.3245  C1 1.095
9 H -0.0208 0.4252 -2.6826  C1 1.094
10 H -1.2152 -1.5817 -0.9768  N3 1.021
11 H -1.0883 -0.4545 2.7563  C5 1.083
12 H 0.9714 0.1571 0.6873  N6 1.075
13 H 1.0757 0.4078 2.4833  N6 1.008

Results
SMILES   CON/N=C\N
Gap between HOMO and LUMO   0.3328 Ha
E_LUMO   0.0387 hartree
Maximum force   2.33 eV/Å

Results of the natural (NBO) charge analysis, in e, for atoms 1 through 2:
1 C -0.254
2 O -0.508